[1]
{"formula": "C38H53BrCl16F17NO2P", "method": "ωB97M-V with the def2-TZVPD basis set", "orbital_gap_ha": 0.2977, "charge": 1, "max_force_ev_per_a": 1.62, "lumo_ha": -0.1089, "symbols": ["C", "C", "C", "O", "P", "Br", "C", "C", "C", "O", "N", "C", "C", "C", "C", "C", "C", "C", "C", "C", "F", "F", "C", "F", "F", "C", "F", "F", "C", "F", "F", "C", "F", "F", "C", "F", "F", "C", "F", "F", "C", "F", "F", "F", "H", "H", "H", "H", "H", "H", "H", "H", "H", "H", "H", "H", "H", "H", "H", "H", "H", "H", "H", "H", "H", "Cl", "C", "C", "Cl", "H", "H", "H", "H", "Cl", "C", "C", "Cl", "H", "H", "H", "H", "Cl", "C", "C", "Cl", "H", "H", "H", "H", "Cl", "C", "C", "Cl", "H", "H", "H", "H", "Cl", "C", "C", "Cl", "H", "H", "H", "H", "Cl", "C", "C", "Cl", "H", "H", "H", "H", "Cl", "C", "C", "Cl", "H", "H", "H", "H", "Cl", "C", "C", "Cl", "H", "H", "H", "H"], "positions_angstrom": [[7.074, -0.276, 1.666], [5.678, -0.931, 1.519], [4.866, 0.011, 0.664], [3.413, -0.225, 0.754], [2.714, -0.933, -0.455], [4.037, -2.342, -1.494], [2.055, 0.189, -1.700], [2.904, 1.458, -1.906], [2.086, 2.716, -1.551], [0.932, 2.788, -1.928], [2.763, 3.701, -0.851], [2.132, 4.244, 0.321], [2.752, 5.322, 0.897], [2.255, 5.954, 2.000], [1.083, 5.492, 2.542], [0.464, 4.408, 2.001], [0.983, 3.776, 0.898], [1.405, -1.953, 0.268], [0.101, -1.150, 0.557], [-1.064, -1.877, -0.070], [-1.196, -3.133, 0.360], [-0.777, -1.967, -1.407], [-2.423, -1.091, -0.011], [-3.369, -1.892, -0.520], [-2.272, -0.073, -0.871], [-2.795, -0.592, 1.404], [-2.319, -1.524, 2.270], [-2.137, 0.536, 1.681], [-4.310, -0.465, 1.727], [-4.913, -1.655, 1.689], [-4.376, -0.053, 3.008], [-5.099, 0.522, 0.814], [-4.293, 1.477, 0.331], [-5.553, -0.163, -0.259], [-6.341, 1.128, 1.504], [-5.979, 2.078, 2.381], [-6.991, 0.189, 2.210], [-7.395, 1.777, 0.545], [-8.266, 2.409, 1.359], [-8.103, 0.856, -0.109], [-6.864, 2.860, -0.441], [-6.022, 3.707, 0.132], [-7.927, 3.574, -0.847], [-6.349, 2.288, -1.527], [7.842, -1.005, 1.892], [7.076, 0.512, 2.418], [7.308, 0.216, 0.719], [5.258, -0.997, 2.520], [5.834, -1.899, 1.048], [5.236, 0.037, -0.360], [5.028, 1.016, 1.053], [2.072, -0.373, -2.634], [1.012, 0.465, -1.536], [3.196, 1.565, -2.960], [3.828, 1.465, -1.326], [3.722, 3.445, -0.666], [3.672, 5.688, 0.456], [2.775, 6.798, 2.421], [0.663, 6.002, 3.397], [-0.458, 4.039, 2.426], [0.476, 2.917, 0.486], [1.812, -2.306, 1.216], [1.230, -2.842, -0.334], [-0.004, -1.147, 1.639], [0.155, -0.108, 0.256], [10.436, -0.910, 2.001], [11.337, -1.474, 0.567], [11.314, -0.464, -0.550], [9.685, -0.281, -1.263], [10.910, -2.424, 0.255], [12.364, -1.649, 0.886], [11.975, -0.789, -1.351], [11.641, 0.515, -0.209], [-11.240, -3.752, 2.057], [-10.852, -2.612, 0.739], [-10.758, -1.189, 1.231], [-12.339, -0.537, 1.733], [-11.610, -2.722, -0.041], [-9.892, -2.920, 0.328], [-10.393, -0.549, 0.429], [-10.078, -1.102, 2.075], [15.269, -2.999, 0.700], [15.877, -2.348, 2.247], [15.056, -2.817, 3.420], [13.416, -2.119, 3.403], [15.882, -1.264, 2.174], [16.904, -2.692, 2.355], [15.528, -2.503, 4.349], [14.959, -3.900, 3.434], [7.608, -6.914, 0.233], [5.894, -6.619, -0.143], [5.684, -6.263, -1.593], [6.376, -4.666, -2.000], [5.537, -5.830, 0.516], [5.353, -7.534, 0.089], [4.618, -6.214, -1.811], [6.135, -6.998, -2.255], [4.546, 3.000, -4.054], [4.057, 4.160, -5.334], [3.968, 5.577, -4.832], [2.613, 5.807, -3.703], [3.109, 3.821, -5.742], [4.812, 4.094, -6.115], [3.798, 6.247, -5.673], [4.883, 5.882, -4.329], [-1.723, -6.053, -3.108], [-2.752, -4.690, -2.596], [-4.207, -5.075, -2.510], [-4.911, -5.399, -4.112], [-2.601, -3.871, -3.296], [-2.394, -4.374, -1.619], [-4.776, -4.256, -2.072], [-4.349, -5.960, -1.894], [-16.774, -2.801, -1.043], [-15.749, -3.849, -0.029], [-14.354, -3.303, 0.128], [-13.436, -3.362, -1.405], [-15.741, -4.842, -0.474], [-16.227, -3.913, 0.947], [-13.803, -3.900, 0.851], [-14.364, -2.272, 0.471], [-5.862, 8.489, -0.613], [-6.781, 7.128, 0.078], [-7.534, 7.520, 1.324], [-6.440, 7.870, 2.686], [-6.083, 6.318, 0.274], [-7.483, 6.799, -0.687], [-8.177, 6.698, 1.636], [-8.153, 8.397, 1.155]], "forces_ev_per_a": [[-0.552, 0.182, -0.433], [0.821, 0.489, 0.162], [0.781, 0.712, 0.903], [0.293, -0.349, -0.901], [-0.852, -0.963, -0.443], [-0.254, 0.554, 0.477], [0.590, 0.204, -0.484], [0.054, 0.512, -0.024], [-0.091, -0.167, -0.760], [0.523, -0.006, 0.674], [-0.774, -1.229, 0.481], [0.388, 0.581, -0.546], [1.388, 0.636, -0.535], [0.101, 0.207, 0.240], [-0.164, 0.917, 1.083], [-0.876, -0.580, 0.141], [-0.422, -0.989, -0.531], [0.012, 0.602, 0.315], [0.696, -0.830, 0.929], [0.057, 1.156, -0.712], [-0.099, -0.215, 0.442], [-0.171, -0.161, -0.203], [0.716, -0.512, -0.696], [-0.307, -0.246, 0.280], [-0.109, 0.584, 0.269], [0.097, -0.805, 0.163], [-0.202, -0.203, 0.036], [-0.135, 0.407, -0.192], [-0.354, 0.418, 0.427], [0.241, -0.261, -0.331], [0.204, 0.381, -0.037], [-0.325, -0.512, -0.417], [0.104, 0.324, 0.428], [0.002, -0.248, 0.059], [-0.432, 0.563, 0.412], [0.428, 0.125, -0.204], [0.051, -0.434, -0.319], [-0.180, 0.537, 0.554], [0.167, 0.093, 0.193], [0.358, -0.279, -0.373], [-1.308, 0.118, -0.659], [0.357, -0.332, -0.038], [0.158, -0.112, 0.069], [0.501, 0.108, 0.325], [-0.033, 0.045, -0.022], [-0.047, -0.089, 0.138], [0.441, -0.145, -0.013], [-0.335, -0.393, -0.116], [-0.429, -0.181, 0.123], [-0.324, -0.278, -0.180], [-0.371, 0.090, 0.039], [-0.141, -0.277, 0.098], [0.014, -0.059, 0.233], [-0.318, -0.286, 0.518], [0.029, -0.171, -0.058], [0.077, 0.168, -0.070], [0.002, 0.032, -0.111], [0.039, 0.124, 0.055], [-0.098, -0.062, 0.053], [-0.038, -0.018, 0.055], [-0.148, 0.008, -0.083], [0.164, -0.055, -0.031], [0.026, 0.130, -0.282], [-0.269, 0.103, 0.030], [-0.255, -0.009, -0.257], [0.137, -0.005, -0.001], [0.110, -0.107, -0.064], [0.147, 0.003, 0.010], [-0.039, 0.028, -0.007], [-0.074, 0.035, 0.017], [0.002, 0.056, 0.007], [-0.040, -0.058, -0.002], [-0.094, 0.014, 0.025], [-0.009, -0.010, 0.004], [-0.004, 0.051, -0.206], [0.142, 0.027, -0.033], [-0.004, 0.002, 0.038], [0.235, 0.057, 0.310], [0.027, 0.024, 0.055], [-0.048, -0.040, -0.049], [-0.070, -0.023, 0.050], [-0.046, 0.037, -0.025], [0.128, 0.034, 0.057], [0.087, -0.050, 0.080], [-0.034, -0.013, 0.040], [-0.068, -0.008, -0.026], [-0.026, -0.061, -0.003], [0.004, 0.064, -0.030], [-0.050, 0.010, -0.069], [0.001, 0.048, 0.006], [-0.016, -0.047, 0.065], [-0.178, -0.125, -0.011], [0.072, 0.001, -0.040], [0.045, 0.029, -0.021], [0.003, -0.014, -0.065], [0.001, 0.031, 0.032], [0.095, 0.059, 0.010], [0.275, 0.398, -0.333], [0.029, 0.076, -0.281], [0.047, 0.064, 0.041], [-0.004, -0.045, 0.056], [-0.028, -0.037, 0.120], [0.052, -0.010, 0.061], [-0.007, -0.063, -0.044], [-0.017, -0.035, 0.034], [0.041, 0.023, -0.019], [0.024, 0.125, 0.076], [-0.078, 0.033, 0.083], [0.012, -0.018, 0.001], [-0.010, -0.067, -0.075], [-0.062, -0.064, 0.037], [0.043, 0.036, -0.021], [0.034, -0.039, -0.059], [0.005, -0.011, -0.022], [-0.036, -0.068, 0.029], [-0.069, -0.025, 0.161], [-0.204, -0.044, -0.182], [0.012, 0.036, -0.061], [0.037, 0.053, 0.018], [0.004, -0.050, -0.022], [-0.001, 0.035, -0.090], [0.029, -0.007, 0.011], [-0.051, -0.076, -0.089], [-0.114, -0.056, 0.008], [0.010, 0.014, 0.003], [0.049, 0.061, 0.048], [-0.041, 0.041, 0.025], [0.039, -0.031, -0.016], [0.074, 0.046, 0.005]]}

[2]
{"formula": "C6H5NO", "method": "ωB97M-V with the def2-TZVPD basis set", "smiles": "N#CC=C1CC(=O)C1", "orbital_gap_ha": [0.3373, 0.3373], "relative_energy_ev": 3.382, "max_force_ev_per_a": 10.54, "lumo_ha": [-0.0177, -0.0177], "symbols": ["C", "C", "C", "C", "C", "C", "N", "O", "H", "H", "H", "H", "H"], "positions_angstrom": [[1.095, 1.436, -2.287], [0.109, 0.429, -0.376], [-0.245, -1.653, 0.884], [-0.842, -0.115, 0.860], [0.715, -1.047, -0.297], [0.266, 1.645, -1.264], [1.566, 1.153, -3.303], [-0.438, -2.643, 1.527], [-0.748, 0.329, 1.955], [-1.912, 0.037, 0.729], [0.699, -1.578, -1.250], [1.918, -1.097, -0.114], [-0.338, 2.416, -0.978]], "forces_ev_per_a": [[1.442, -0.242, -3.855], [-0.388, -0.064, 0.405], [0.301, 4.015, -1.907], [-0.183, 1.095, 2.118], [3.416, -0.359, -0.548], [-1.559, -7.489, 7.254], [0.598, 0.132, 0.279], [0.447, 1.275, -1.087], [0.480, -0.486, -2.209], [-0.199, -0.317, -0.454], [-0.435, -0.169, -0.115], [-2.768, 0.304, 0.021], [-1.153, 2.303, 0.097]]}